Entry 1:
Computed, not measured: a molecular structure, C25H31Br45I3O2 at a distorted geometry, with ωB97M-V with the def2-TZVPD basis set.

Geometry as XYZ:
```
106
Properties=species:S:1:pos:R:3:mulliken_charge:R:1
C 3.29602 -4.69150 -1.10155 -0.374
C 3.56061 -3.87547 -2.52257 0.594
C 2.75452 -4.50088 -3.80707 -0.741
C 1.10400 -4.33080 -3.60808 -0.196
O 0.80181 -3.25444 -2.60875 -0.004
C -0.69267 -3.10627 -2.64614 -0.066
C -1.01455 -1.50739 -2.71063 -1.020
C -0.28534 -0.56153 -1.60292 0.410
O -0.40833 0.78144 -1.80552 -0.649
I 0.84621 -1.14513 0.16746 0.112
C -1.19137 -3.82428 -1.26036 -0.266
I -2.87421 -2.88045 -0.24533 -0.036
C -1.57706 -5.39554 -1.67577 -0.250
C -2.61224 -6.08744 -0.59168 -0.980
I -2.43782 -5.55325 -3.69308 0.095
H 3.30724 -3.90533 -0.23046 -0.117
H 2.28655 -5.30771 -1.12974 0.031
H 4.16320 -5.45706 -0.90244 0.281
H 3.34980 -2.71556 -2.34055 -0.004
H 4.72502 -3.95347 -2.77107 -0.214
H 3.01570 -4.00446 -4.83546 0.229
H 3.01686 -5.65737 -3.91264 0.268
H 0.54843 -4.13897 -4.62702 0.270
H 0.73927 -5.40041 -3.23415 0.028
H -0.61750 -1.13634 -3.77495 0.173
H -2.17798 -1.23920 -2.73262 0.516
H -0.25379 -3.92329 -0.53364 0.123
H -0.56721 -5.99153 -1.59242 0.210
H -3.69766 -5.81096 -0.93530 0.296
H -2.47505 -7.26118 -0.70844 0.284
H -2.37268 -5.81215 0.52553 0.247
C 1.89493 0.50011 4.53739 -0.345
Br 0.25451 0.71787 5.55996 0.090
Br 2.07422 -1.30392 3.83201 -0.070
Br 2.06065 1.84338 3.14015 0.042
H 2.72741 0.65626 5.23138 0.350
C -3.64238 2.67497 6.25789 -0.284
Br -2.21104 3.97029 6.01815 0.041
Br -2.98470 0.99621 6.98823 -0.064
Br -5.10553 3.40032 7.31486 -0.046
H -4.04462 2.45524 5.26343 0.305
C -1.45026 6.41100 8.97684 -0.108
Br -0.01892 7.70631 8.73710 0.021
Br -0.79258 4.73223 9.70718 0.006
Br -2.91341 7.13635 10.03381 -0.047
H -1.85250 6.19126 7.98238 0.129
C -5.10085 -4.49874 -7.43138 -0.038
Br -5.25197 -3.55444 -9.12534 -0.056
Br -3.49818 -5.59874 -7.35621 -0.028
Br -5.21893 -3.28707 -5.91413 0.059
H -5.95775 -5.17734 -7.36606 -0.007
C 7.71432 -1.71842 -2.99817 0.116
Br 8.49091 -1.31734 -1.26033 0.000
Br 7.69333 -3.63004 -3.35795 -0.099
Br 5.95065 -0.92382 -3.20368 0.074
H 8.36205 -1.25835 -3.75170 -0.093
C 2.16122 4.32198 6.62631 -0.082
Br 3.13007 4.81333 8.23999 -0.023
Br 1.15506 5.82074 5.90136 -0.010
Br 3.33224 3.52403 5.29360 -0.077
H 1.43269 3.55588 6.91155 0.180
C 7.71432 -4.79737 1.20420 -0.268
Br 8.49091 -4.39629 2.94204 -0.049
Br 7.69333 -6.70900 0.84442 -0.037
Br 5.95065 -4.00278 0.99869 0.108
H 8.36205 -4.33730 0.45067 0.259
C -8.93878 -5.15194 -4.25752 -0.364
Br -7.96993 -4.66059 -2.64384 0.041
Br -9.94494 -3.65318 -4.98247 -0.017
Br -7.76776 -5.94989 -5.59023 0.039
H -9.66731 -5.91803 -3.97228 0.335
C 8.65850 2.14351 -3.95921 -0.173
Br 8.04741 3.73204 -4.90113 -0.015
Br 9.29281 0.77357 -5.18604 -0.016
Br 9.98603 2.57174 -2.60333 -0.026
H 7.79054 1.72783 -3.43684 0.208
C 2.35974 9.61821 5.96099 -0.032
Br 2.20863 10.56251 4.26703 -0.018
Br 3.96241 8.51821 6.03616 0.013
Br 2.24166 10.82988 7.47823 -0.030
H 1.50285 8.93961 6.02631 0.023
C 12.85850 4.54005 -4.21038 0.351
Br 12.24741 6.12858 -5.15230 -0.012
Br 13.49281 3.17011 -5.43721 -0.005
Br 14.18603 4.96828 -2.85450 -0.020
H 11.99054 4.12437 -3.68800 -0.309
C -3.62598 1.11735 0.20397 -0.441
Br -2.65713 1.60869 1.81765 0.016
Br -4.63214 2.61611 -0.52099 -0.077
Br -2.45496 0.31939 -1.12875 0.057
H -4.35451 0.35125 0.48921 0.327
C -4.07855 -2.88998 6.26703 -0.320
Br -3.56379 -1.65324 4.85651 0.092
Br -5.94718 -2.68171 6.76608 -0.035
Br -3.65343 -4.73139 5.80593 -0.033
H -3.48176 -2.63530 7.14907 0.311
C -7.08410 4.94842 -2.46583 0.368
Br -5.75910 6.09039 -3.31691 0.000
Br -8.08413 5.89805 -1.09385 -0.027
Br -8.26014 4.10914 -3.76839 -0.014
H -6.53725 4.14364 -1.96353 -0.392
C -12.12623 6.61873 -1.92722 0.116
Br -12.58255 4.86390 -2.63178 -0.002
Br -12.37771 8.01921 -3.25372 -0.012
Br -13.07920 7.00606 -0.27617 -0.017
H -11.05903 6.59759 -1.68299 -0.089
```

Its total charge is -1. For the LUMO energy, the calculation gives 0.670 eV.

=====

Entry 2:
Computed, not measured: a molecular structure, C3H6N2O, with ωB97M-V with the def2-TZVPD basis set.

Geometry as XYZ:
```
12
Properties=species:S:1:pos:R:3:nbo_charge:R:1
N -1.70520 0.52913 0.41689 -0.821
C -0.90938 -0.52968 0.70685 0.661
O -1.28755 -1.53489 1.28176 -0.605
C 0.53121 -0.41913 0.23973 -0.249
C 0.87293 -0.91553 -1.11170 -0.239
N 0.89016 0.83658 -0.45049 -0.725
H -2.67665 0.48515 0.68133 0.406
H -1.32533 1.38060 0.03619 0.406
H 1.21047 -0.60491 1.07561 0.220
H 0.57954 0.78819 -1.43592 0.423
H 1.95812 -1.12293 -1.10175 0.128
H 1.86167 1.10742 -0.33849 0.396
```

The value obtained for the energy above the lowest of the compared OMol25 structures with the same formula, charge and spin is 93.2 kcal per mole. For the LUMO energy, the calculation gives 0.558 eV.

=====

Entry 3:
Computed, not measured: a molecular structure, C13H23AlI2OP2S at a distorted geometry, with ωB97M-V with the def2-TZVPD basis set.

Geometry as XYZ:
```
43
Properties=species:S:1:pos:R:3:nbo_charge:R:1
I -3.63350 0.37802 -1.24135 -0.223
I 3.35626 0.81481 -1.56074 0.031
Al -1.11560 0.33377 -1.20004 0.938
P -0.77715 -2.06047 -1.55879 0.896
C -0.99257 -3.14859 -0.09037 -0.926
C -1.97721 -2.80284 -2.70699 -0.940
H -1.71842 -3.86106 -2.85419 0.271
H 0.75823 -3.71195 -2.46423 0.274
H -1.95805 -2.28876 -3.67657 0.267
H 1.17065 -2.05534 -3.01218 0.260
H -1.84818 -2.81409 0.49720 0.259
H -2.99118 -2.72492 -2.29769 0.276
C 0.84550 -2.66084 -2.16006 -0.935
H -1.17869 -4.17412 -0.42967 0.281
H 1.59714 -2.56054 -1.36539 0.258
H -0.09693 -3.13537 0.53625 0.256
P -0.60078 2.67606 -1.52759 0.873
C -0.76907 3.58639 0.05564 -0.923
C 0.88477 3.51579 -2.17856 -0.917
H -1.97026 3.03192 -3.49504 0.263
H -1.61553 4.56079 -2.63305 0.268
H -2.86864 3.43343 -2.00461 0.272
C -1.90081 3.50850 -2.51004 -0.919
H 1.21070 3.01838 -3.09957 0.264
H 0.61114 4.56042 -2.37441 0.270
H -0.75543 4.66119 -0.16988 0.278
H 0.07534 3.33227 0.70631 0.252
H 1.69946 3.44768 -1.44802 0.264
H -1.71134 3.31258 0.54300 0.265
C -0.70855 0.37301 0.90003 0.082
O -1.41421 0.68188 1.81415 -0.295
S 0.94309 -0.12368 0.67090 0.380
C 1.36502 -0.64085 2.34383 -0.204
C 2.65505 -0.35052 2.80327 -0.206
C 2.97426 -0.59826 4.13200 -0.168
C 2.03315 -1.20323 4.97694 -0.155
C 0.80052 -1.61973 4.46495 -0.176
C 0.45165 -1.33565 3.13517 -0.222
H 3.36950 0.07881 2.09508 0.234
H 3.95145 -0.30120 4.52055 0.252
H 2.26812 -1.33837 6.03747 0.252
H 0.07938 -2.14366 5.10369 0.250
H -0.49825 -1.65169 2.72262 0.223
```

The value obtained for the energy above the lowest of the compared OMol25 structures with the same formula, charge and spin is 22.1 kcal per mole. Its total charge is +2. For the LUMO energy (spin up / spin down), the calculation gives -9.561 / -9.065 eV.

=====

Entry 4:
Computed, not measured: a molecular structure, C32H44N4P2SiZn at a distorted geometry, with ωB97M-V with the def2-TZVPD basis set.

Geometry as XYZ:
```
84
Properties=species:S:1:pos:R:3:mulliken_charge:R:1
Zn 1.71247 0.44381 -0.19759 0.150
C -2.05566 -5.06911 0.69371 -0.517
C -1.47670 -4.25096 -0.18961 -0.583
C -1.64046 -2.76806 -0.44841 -0.475
C -1.46158 -1.84887 0.78431 1.143
C -2.69304 -1.65715 1.62683 -0.515
C -3.87838 -2.29772 1.59760 -0.526
C -4.16014 -3.61117 0.94122 -0.866
C -3.28635 -4.79370 1.49381 -0.599
C 3.37017 1.01532 0.81688 -1.326
H -1.62787 -6.07996 0.82359 0.354
H -0.66031 -4.67127 -0.79719 0.403
H -2.60389 -2.52506 -0.91673 0.392
H -0.83283 -2.48517 -1.16149 -0.009
H -0.61268 -2.21326 1.39748 0.319
H -1.15226 -0.85628 0.38901 -0.691
H -2.58290 -0.82683 2.32270 0.318
H -4.73363 -1.86003 2.11840 0.375
H -3.99141 -3.54723 -0.13371 0.271
H -5.21408 -3.85432 1.14654 0.428
H -3.08862 -4.68174 2.57414 0.327
H -3.89488 -5.70697 1.45517 0.412
H 4.07527 0.16474 0.77901 0.413
H 3.03017 1.17980 1.86519 0.310
H 3.82402 1.90820 0.38275 0.302
P 0.40324 2.39193 1.22810 -0.048
P 0.69733 1.56788 -2.18002 -0.064
N -1.09295 2.43243 2.24588 0.660
N 0.96754 4.08343 1.82102 0.386
N -1.04188 1.27461 -2.39175 0.647
N 0.84795 2.37143 -3.93285 0.271
C -0.46594 3.17236 -0.17662 -1.103
C 0.47545 3.23887 -1.38951 -1.347
C -1.11665 1.76144 3.46864 -0.615
C -2.35972 1.95931 4.05848 -0.749
C -3.12833 2.78897 3.19431 -0.777
C -2.32348 3.08366 2.09376 -0.237
C 2.29272 4.45166 2.02468 -0.368
C 2.33965 5.76655 2.47877 -0.560
C 1.00061 6.25874 2.49082 -0.713
C 0.18666 5.22096 2.03449 -0.214
C -1.60897 0.01355 -2.63049 -0.632
C -2.96212 0.18075 -2.92224 -0.790
C -3.24763 1.58094 -2.87049 -1.208
C -2.06617 2.22865 -2.53717 -0.403
C -0.05615 3.21996 -4.59030 -0.274
C 0.53796 3.74714 -5.74314 -0.598
C 1.86493 3.22253 -5.79543 -0.652
C 2.02212 2.39029 -4.67983 -0.443
H -0.82068 4.19622 0.04490 0.337
H -1.34592 2.56325 -0.41007 0.979
H 0.09482 3.99525 -2.10103 0.556
H 1.49320 3.54925 -1.07905 0.594
H -0.23713 1.21770 3.77140 0.427
H -2.66314 1.56644 5.01478 0.440
H -4.13540 3.15533 3.33119 0.472
H -2.52163 3.70530 1.23211 0.372
H 3.07450 3.73976 1.79082 0.211
H 3.22782 6.31152 2.78249 0.412
H 0.66399 7.23418 2.80612 0.442
H -0.86808 5.22625 1.81593 0.318
H -0.98193 -0.87315 -2.64295 0.658
H -3.65816 -0.60587 -3.17938 0.472
H -4.19010 2.06710 -3.08103 0.463
H -1.86133 3.28551 -2.42513 0.676
H -1.05335 3.40736 -4.22885 0.345
H 0.05060 4.42720 -6.42452 0.454
H 2.59923 3.44363 -6.54640 0.422
H 2.87117 1.82269 -4.35357 0.389
C 4.14209 -4.59043 2.26741 -1.083
Si 3.50878 -4.37995 0.47994 0.303
C 4.91253 -5.14633 -0.52524 -1.055
C 2.07304 -5.58300 0.31265 -0.766
C 2.90704 -2.62688 0.17314 0.590
C 2.41890 -1.48414 0.01355 0.108
H 4.84042 -5.42269 2.42222 0.295
H 3.27709 -4.69288 2.94115 0.302
H 4.62203 -3.63834 2.52929 0.305
H 5.48639 -5.92719 0.01578 0.302
H 4.59020 -5.60442 -1.47622 0.309
H 5.61184 -4.34701 -0.80903 0.299
H 1.15020 -5.15216 0.72219 -0.024
H 1.88371 -5.86435 -0.72950 0.376
H 2.30667 -6.49024 0.88216 0.323
```

The value obtained for the energy above the lowest of the compared OMol25 structures with the same formula, charge and spin is 0.0 kcal per mole. For the LUMO energy, the calculation gives -2.003 eV.